# 1
# C3H3IS

A cluster of 2 separate species, C3H3IS in total (wB97M-V/def2-TZVPD, OMol25).

Geometry as ORCA input:
```
! RIJCOSX wB97M-V def2-TZVPD def2/J DEFGRID3
* xyz 0 1
I -2.85641 0.71826 -0.80627
S 1.10825 -1.62178 -1.56970
C 0.20604 0.28369 1.73118
C -0.23763 0.52753 0.64487
C -0.84857 0.73714 -0.48734
H 0.56041 -0.18647 2.57368
H -0.20921 1.25174 -1.19754
H 2.27711 -1.71012 -0.88887
*
```

The value obtained for the HOMO energy (alpha / beta) is -7.8 / -7.8 eV. Its largest force on an atom is 4.0 eV/Å. The relative energy (zero: lowest compared OMol25 entry of this formula, charge and spin) comes out at 81.9 kcal per mole.

# 2
# C4H7N3O

A structure of composition C4H7N3O (wB97M-V/def2-TZVPD, OMol25).

Geometry as ORCA input:
```
! RIJCOSX wB97M-V def2-TZVPD def2/J DEFGRID3
* xyz 0 1
O 0.45246 -2.46931 -0.26953
N 0.82891 -1.18466 -0.64126
N -0.71920 0.73186 -1.62473
N 1.64850 -0.51071 0.12754
C 0.96249 0.59214 0.40543
C -0.56337 0.05983 -0.41153
C -1.62415 -0.28037 0.35088
C 1.08802 1.56477 1.30331
H -1.48813 -0.83970 1.26313
H 0.44747 2.43372 1.26238
H 0.14322 0.90617 -2.11824
H -2.62866 0.00707 0.07651
H 1.78143 1.47166 2.12951
H -1.41834 0.32691 -2.23146
H 1.08935 -2.80936 0.37807
*
```

The value obtained for the HOMO energy (alpha / beta) is -7.5 / -8.0 eV. Its largest force on an atom is 3.3 eV/Å. The relative energy (zero: lowest compared OMol25 entry of this formula, charge and spin) comes out at 177.8 kcal per mole.

# 3
# C5H12O2

The molecule C5H12O2 (wB97M-V/def2-TZVPD, OMol25).

Geometry as ORCA input:
```
! RIJCOSX wB97M-V def2-TZVPD def2/J DEFGRID3
* xyz 0 1
O -1.90038 -0.28506 0.56858
O 0.43481 -1.36446 -0.19033
C -1.50056 -0.25467 -1.85414
C 0.84848 0.59772 1.17466
C 2.30463 0.15934 1.31116
C -1.15335 0.34080 -0.47609
C 0.29971 0.05046 -0.14245
H -1.34235 1.42598 -0.44524
H -2.51550 0.03614 -2.13249
H -0.33565 -1.68508 0.30939
H 0.24286 0.22430 2.00916
H 2.73287 0.47083 2.26712
H -1.43690 -1.34868 -1.86825
H -0.82460 0.07950 -2.65138
H 0.79104 1.69465 1.19384
H 2.91954 0.58939 0.50880
H 2.36025 -0.92844 1.22195
H 0.90351 0.49744 -0.94239
H -2.82140 -0.34710 0.29291
*
```

The value obtained for the HOMO energy is -10.1 eV. As for the SMILES: CC[C@@H](O)[C@@H](C)O. Its largest force on an atom is 0.4 eV/Å. The relative energy (zero: lowest compared OMol25 entry of this formula, charge and spin) comes out at 15.1 kcal per mole.

# 4
# C40H79Cl2I2N7O8PS2

A structure of composition C40H79Cl2I2N7O8PS2 (wB97M-V/def2-TZVPD, OMol25).

Geometry as ORCA input:
```
! RIJCOSX wB97M-V def2-TZVPD def2/J DEFGRID3
* xyz 1 1
I 1.34056 5.33230 -0.76879
I -1.64978 3.20066 -0.96707
Cl 0.12123 -0.98764 0.68310
Cl 3.83887 -0.55906 -2.54496
S 3.18723 -0.11451 0.37287
S 1.58279 1.47996 2.72623
P 0.46951 2.03851 1.22025
O -2.99872 0.14647 0.06587
O 0.66972 9.66988 -0.50138
O -4.44833 4.27337 -0.53669
O -6.73068 -0.14098 1.80195
O -0.57521 -6.38307 0.22051
O -4.90683 -4.08398 -5.21448
O -8.65473 -2.21555 4.55181
O 0.05037 -5.02430 -1.43895
N -6.13891 3.61464 0.82851
N -1.07254 9.30243 0.91028
N -1.06281 0.16339 -1.32964
N 2.45906 1.15356 -0.72576
N -8.45288 -0.80740 6.31639
N -3.67159 -4.91466 -3.50005
N -6.10837 -2.21826 1.12221
C -0.45065 9.25381 -0.28200
C 0.32221 -5.89859 -0.39297
C -6.11007 -3.64804 1.36555
C -6.70487 -1.35391 1.96014
C 1.27306 -1.94809 -2.27947
C -7.20209 -0.26229 5.81371
C -5.44519 -1.69645 -0.06088
C 7.07289 1.55662 0.61242
C -0.04670 -2.75250 -2.18338
C 7.95312 -0.71164 -0.25674
C -5.50262 4.18782 2.00182
C -2.41248 8.78129 1.10266
C 7.43516 -4.47892 -0.04906
C -7.42109 2.94171 0.97792
C 9.42616 -2.44964 -2.07974
C -8.99405 -0.30458 7.56507
C -4.72219 -4.65498 -2.53203
C -3.88875 -4.58927 -4.78913
C 2.45797 0.47087 -2.06558
C -2.01311 -0.02980 -0.56552
C 0.32462 0.10831 -0.78496
C 6.93623 0.01972 0.67093
C -0.37428 9.89845 2.03796
C 1.01381 1.52144 -0.52933
C 1.14306 -0.44690 -2.00957
C 0.30717 2.42479 -1.61766
C 4.91158 2.10705 -0.64602
C 7.20340 -1.17692 -1.50274
C 7.99511 -2.10249 -2.48245
C 5.72997 2.28362 0.66137
C 9.59950 -3.55937 -1.02190
C -9.06896 -1.76311 5.60332
C -0.12797 -3.67660 -0.96945
C 3.40436 2.27800 -0.37313
C 2.19453 3.50812 -3.12529
C -2.42682 -5.51346 -3.04770
C 1.01926 3.70051 -2.16465
C 1.77706 -6.17417 -0.13939
C -5.52901 3.72003 -0.34896
C 8.56437 -4.69436 -1.08044
H 0.56514 -0.09190 -2.85438
H 5.95408 3.34303 0.73877
H 6.27979 -1.67675 -1.21747
H -2.79760 8.37092 0.17154
H 7.04547 -0.30444 1.70014
H 0.65290 -3.47225 -0.23948
H 7.84116 -3.95624 0.81329
H 3.30117 2.36562 0.70821
H 2.25856 4.41153 -3.72311
H 5.19520 1.93096 1.54065
H -1.73948 -5.64660 -3.88090
H -0.04307 -3.44596 -3.01877
H -5.01171 -2.51054 -0.63875
H 0.55234 9.35517 2.22688
H 9.99360 -1.57054 -1.79420
H 3.09267 3.24847 -0.73609
H -7.76603 2.56768 0.01728
H -2.39653 7.99193 1.85757
H -1.00357 9.86347 2.92329
H 1.59818 -2.04027 -3.30535
H 1.97428 -2.44280 -1.61614
H -2.63327 -6.48673 -2.59779
H -4.95671 -3.58872 -2.52018
H 10.56566 -4.01974 -1.22219
H -6.82851 0.49626 6.49653
H -6.09092 3.25146 -1.17093
H -7.31527 2.10314 1.66541
H -1.96781 -4.87255 -2.30901
H 7.04316 -5.41881 0.32364
H 9.67300 -3.18498 -0.00665
H 9.91546 -2.81766 -2.97966
H 8.74166 -0.00693 -0.48347
H -9.18202 0.76732 7.48008
H 2.40632 -5.86828 -0.96640
H -3.07490 9.58167 1.43779
H -0.12276 10.93420 1.80967
H -7.36042 0.17846 4.82768
H 7.37976 -2.97081 -2.69227
H -5.36048 5.25947 1.85672
H -6.12178 4.01737 2.87762
H 8.31080 -1.55614 0.31742
H 7.58755 1.82816 1.53224
H 9.04246 -5.63548 -0.82048
H -1.06507 8.78415 -1.07013
H 1.89034 -7.23422 0.03929
H -0.82391 1.55316 1.46391
H -1.11690 -3.64307 -0.51517
H -6.59875 -4.16272 0.53555
H -3.03239 -4.82614 -5.44486
H 0.38454 3.43194 1.32562
H 8.06799 -1.55535 -3.42029
H -6.46532 -1.06111 5.71746
H 7.72308 1.88154 -0.19632
H -7.17973 -1.84118 2.82388
H -9.92760 -0.80872 7.80367
H 0.03328 1.89444 -2.51896
H 1.92678 2.73218 -3.83993
H 5.22764 2.92913 -1.28086
H -4.39872 -4.97009 -1.54196
H 5.93396 -0.26092 0.35276
H -0.94225 -2.15821 -2.30893
H 2.30383 1.05016 -2.96007
H -5.62490 -5.19908 -2.81088
H 6.92008 -0.27112 -2.04266
H -10.00824 -2.11214 6.06209
H 2.09479 -5.60269 0.72741
H -4.52480 3.72783 2.15134
H 5.24589 1.19280 -1.12570
H -8.28076 -0.47901 8.37268
H 8.15313 -4.82217 -2.07458
H -8.15747 3.64531 1.37138
H 6.65682 -3.84867 -0.47204
H -5.08234 -4.00880 1.45418
H 3.17517 3.36478 -2.68701
H 2.55483 -1.26708 0.07180
H 0.26275 4.14537 -2.79450
H -4.66731 -1.00390 0.23907
H -6.64505 -3.87389 2.28528
H -6.17005 -1.15840 -0.67466
*
```

The value obtained for the HOMO energy is -10.8 eV. Its largest force on an atom is 3.6 eV/Å.

# 5
# C4H11N4

A structure of composition C4H11N4 (wB97M-V/def2-TZVPD, OMol25).

Geometry as ORCA input:
```
! RIJCOSX wB97M-V def2-TZVPD def2/J DEFGRID3
* xyz 1 1
N -0.71649 -0.37690 2.04274
N 0.36777 -0.51402 -1.06813
N -0.28758 -0.59510 0.82433
N 0.56481 1.01708 2.83426
C 0.79209 -1.34153 0.17009
C -1.22154 1.35773 -0.72749
C 0.69318 -0.73731 -2.44339
C -0.47074 0.14951 -0.35374
H -0.01085 -1.50828 -2.89264
H -0.82257 1.62130 -1.78115
H 1.84353 -1.09464 0.43362
H 0.35866 0.92696 3.87053
H -0.93259 2.03880 0.13026
H 0.60150 -2.33637 -0.00464
H 0.40529 0.22298 -2.94729
H -2.42172 1.32523 -0.78322
H 1.71351 -0.98138 -2.60214
H -0.48599 -1.01086 2.70172
H 0.02972 1.83680 2.59631
*
```

The value obtained for the HOMO energy (alpha / beta) is -12.7 / -13.1 eV. Its largest force on an atom is 6.0 eV/Å. The relative energy (zero: lowest compared OMol25 entry of this formula, charge and spin) comes out at 143.5 kcal per mole.